C4H8O2 | ωB97M-V/def2-TZVPD

## Properties
Gap between HOMO and LUMO (eV): 10.86
SMILES string: CCC(=O)CO
E_HOMO (eV): -10.0931
Relative energy (zero: lowest compared OMol25 entry of this formula, charge and spin) (kcal/mol): 21.6

Geometry as ORCA input:
```
! wB97M-V def2-TZVPD RIJCOSX def2/J DEFGRID3
* xyz 0 1
C 1.5293 1.1326 0.6901
C 0.1610 0.4881 0.9579
C -0.1484 -0.5603 -0.0969
O 0.6975 -1.3773 -0.4106
C -1.4923 -0.6550 -0.8299
O -1.3046 -1.3374 -2.0353
H 2.2907 0.3568 0.5727
H 1.8242 1.7898 1.5142
H 1.5120 1.7306 -0.2274
H -0.6281 1.2460 1.0232
H 0.1918 -0.0323 1.9245
H -2.1934 -1.2419 -0.2199
H -1.9236 0.3404 -1.0063
H -0.5162 -1.8801 -1.8565
*
```

---

C4H4HgLiO5 | ωB97M-V/def2-TZVPD

## Properties
Gap between HOMO and LUMO (alpha / beta) (eV): 7.87 / 10.22
E_HOMO (alpha / beta) (eV): -11.2308 / -14.8653

Geometry as ORCA input:
```
! wB97M-V def2-TZVPD RIJCOSX def2/J DEFGRID3
* xyz 1 3
O 0.1406 2.5650 0.5494
C 0.2811 1.2868 0.2478
C -0.1283 3.3315 -0.6405
O 0.2350 0.3950 1.0659
O 0.3351 1.0866 -1.0575
C 0.1255 2.3226 -1.7655
Hg 0.2006 -1.6257 1.7042
H 0.5535 4.1861 -0.6579
H -1.1673 3.6749 -0.5938
H 1.0341 2.5344 -2.3390
C 0.0877 -4.4793 0.4693
O 0.0223 -3.7878 1.5118
O 0.0416 -5.7037 0.3609
Li -0.2637 -5.6744 2.3606
H -0.7319 2.1851 -2.4466
*
```

---

C2H4NO2 | ωB97M-V/def2-TZVPD

## Properties
Gap between HOMO and LUMO (eV): 8.07
SMILES string: CNC(=O)[O-]
E_HOMO (eV): -3.6335
Relative energy (zero: lowest compared OMol25 entry of this formula, charge and spin) (kcal/mol): 16.8

Geometry as ORCA input:
```
! wB97M-V def2-TZVPD RIJCOSX def2/J DEFGRID3
* xyz -1 1
C -0.0226 -0.4879 1.0060
N -0.4060 0.5059 0.0744
C 0.3565 0.4896 -1.2954
O -0.1383 1.2164 -2.1648
O 1.3925 -0.1572 -1.1833
H -0.6900 -0.3582 1.9859
H -0.0864 -1.4796 0.4527
H 1.0399 -0.4636 1.0580
H -1.4455 0.7345 0.0664
*
```

---

C35H76F36N7OP6 | ωB97M-V/def2-TZVPD

## Properties
Gap between HOMO and LUMO (eV): 6.12
E_HOMO (eV): -7.4414

Geometry as ORCA input:
```
! wB97M-V def2-TZVPD RIJCOSX def2/J DEFGRID3
* xyz -1 1
C 1.0322 1.8175 -0.4120
C 2.2475 1.0808 0.0191
C 2.1827 -0.0499 1.2026
N 3.4501 -0.7653 1.7265
C 4.1492 -1.4213 0.5514
C 3.2364 -2.5341 -0.0780
C 2.9538 -3.5655 1.0194
C 2.2963 -3.0638 2.3059
C 3.1192 -1.8452 2.8646
C 4.5417 0.1988 2.2183
H 1.2119 2.4895 -1.2512
H 0.6504 2.4124 0.4178
H 0.3641 1.0195 -0.7358
H 2.9557 1.8655 0.2852
H 2.5326 0.7514 -0.9801
H 1.5290 -0.8431 0.8399
H 1.7619 0.2469 2.1633
H 4.4088 -0.6916 -0.2155
H 5.0969 -1.7616 0.9685
H 2.2950 -2.3054 -0.5774
H 3.8091 -2.9345 -0.9146
H 2.5030 -4.4634 0.5968
H 3.9054 -3.9495 1.3870
H 1.2965 -2.6744 2.1140
H 2.4199 -3.7230 3.1652
H 2.7339 -1.2363 3.6824
H 4.0315 -2.3386 3.1997
H 5.2005 -0.4364 2.8104
H 4.1551 0.9369 2.9210
H 4.9293 0.8517 1.4363
C -4.8166 0.8505 -3.3273
C -5.5107 1.7648 -2.2778
C -5.5862 3.2773 -2.7131
N -6.5651 4.1534 -1.9340
C -6.4061 4.0749 -0.4082
C -5.0680 4.5115 -0.0200
C -4.8649 5.9863 -0.4678
C -5.0744 6.1474 -1.9458
C -6.4197 5.5936 -2.4109
C -8.0681 3.6940 -2.2960
H -4.6889 -0.1282 -2.8647
H -3.8322 1.1622 -3.6764
H -5.4632 0.8034 -4.2035
H -4.9158 1.5785 -1.3837
H -6.4711 1.2637 -2.1562
H -6.1032 3.3302 -3.6713
H -4.5516 3.6074 -2.6198
H -6.6061 3.0062 -0.3317
H -7.2295 4.5334 0.1395
H -4.2358 3.8441 -0.2436
H -4.9271 4.4276 1.0576
H -3.8774 6.2671 -0.1016
H -5.5748 6.6696 -0.0017
H -4.2739 5.6602 -2.5025
H -4.9789 7.2215 -2.1048
H -6.4773 5.7642 -3.4859
H -7.2467 6.1159 -1.9300
H -8.1674 2.6176 -2.1558
H -8.2416 3.9267 -3.3466
H -8.7236 4.2969 -1.6675
C 3.5149 -8.2057 -9.1536
N 4.5896 -7.0978 -8.9438
C 5.8808 -7.8675 -8.9075
C 4.5110 -6.0133 -10.0119
C 4.3856 -6.3816 -7.5788
C 4.3645 -7.2753 -6.3350
O 5.6360 -7.6873 -5.8801
H 3.6882 -8.6254 -10.1445
H 2.5951 -7.6363 -9.2871
H 3.5471 -8.8986 -8.3128
H 6.6424 -7.1075 -8.7331
H 5.8755 -8.2129 -9.9413
H 5.8752 -8.6364 -8.1350
H 5.3582 -5.3443 -9.8609
H 3.6082 -5.4272 -9.8406
H 4.6148 -6.5574 -10.9507
H 3.4797 -5.7932 -7.7247
H 5.1545 -5.6348 -7.3809
H 3.7805 -8.1932 -6.4026
H 3.9044 -6.8215 -5.4572
H 5.5964 -8.6371 -6.0136
C -5.2016 7.5003 5.1164
C -3.6889 7.6014 5.0796
N -2.9786 6.4594 5.4837
C -3.0171 5.8238 6.7155
C -1.9987 4.8699 6.8383
N -1.3537 4.9712 5.5490
C -2.0036 5.9109 4.7896
C -0.2331 4.2498 5.0888
H -5.5841 7.3350 4.1092
H -5.6201 8.4796 5.3487
H -5.5553 6.6753 5.7347
H -3.3601 8.4820 5.6316
H -3.4120 7.8350 4.0515
H -3.8443 6.1620 7.3220
H -1.8034 4.1647 7.6326
H -1.5925 6.3354 3.8856
H -0.3787 4.0859 4.0210
H -0.0280 3.3155 5.6115
H 0.6307 4.8917 5.2618
C -2.1645 -7.2890 1.1376
C -3.3913 -6.3778 1.4732
N -4.5197 -6.5542 0.5940
C -5.3765 -7.6605 0.5730
C -6.2955 -7.3017 -0.3943
N -6.0718 -6.1066 -0.9837
C -5.0124 -5.6763 -0.3392
C -6.7644 -5.5836 -2.0730
H -1.1384 -6.9949 1.3580
H -2.1571 -7.3800 0.0514
H -2.2465 -8.2179 1.7020
H -3.0950 -5.3761 1.1617
H -3.7205 -6.3782 2.5122
H -5.2814 -8.5524 1.1745
H -7.1474 -7.8610 -0.7517
H -4.7053 -4.6772 -0.6109
H -7.7886 -5.3487 -1.7832
H -6.9476 -6.2697 -2.8999
H -6.4202 -4.6197 -2.4479
P -0.7510 7.4884 -6.2760
F -0.6451 7.2892 -7.9173
F 0.1604 6.1732 -5.9663
F 0.5817 8.3262 -6.2807
F -0.8298 7.9704 -4.6609
F -1.6820 8.7838 -6.6855
F -2.1504 6.5145 -6.1811
P 2.7810 7.8430 1.8800
F 2.1533 7.7368 3.4002
F 3.5575 6.4397 2.1874
F 1.5225 7.0494 1.1784
F 3.3302 7.9024 0.3111
F 2.1120 9.3250 1.8635
F 4.1322 8.4008 2.6437
P 5.9354 -7.7247 4.4413
F 5.2202 -7.0377 5.7693
F 7.4140 -7.6435 5.0168
F 5.6776 -9.1688 5.1407
F 6.3891 -8.3168 2.9637
F 4.4950 -7.5861 3.6847
F 6.0949 -6.2417 3.9555
P -3.4805 -0.7072 3.3422
F -2.1229 -1.3648 4.0540
F -4.3837 -2.0319 3.8063
F -3.7895 -0.0767 4.7913
F -4.8560 0.0829 2.6903
F -2.4509 0.5340 2.8832
F -3.3237 -1.5028 1.8899
P 10.4666 1.9138 1.1009
F 9.3677 2.4135 2.2625
F 10.6468 0.5123 1.9180
F 9.2828 1.2319 0.2336
F 11.6976 1.4135 0.0949
F 10.2312 3.2414 0.1212
F 11.7215 2.6595 1.8413
P 4.0373 1.4537 9.0538
F 5.0527 2.4530 9.7692
F 3.2603 2.7253 8.4275
F 5.0677 1.3447 7.8297
F 3.0515 0.6748 8.0737
F 4.7860 0.1122 9.6738
F 2.8699 1.4343 10.2654
*
```

---

C8H14CdN4O5S4 | ωB97M-V/def2-TZVPD

## Properties
Gap between HOMO and LUMO (eV): 6.33
E_HOMO (eV): -1.4416
Relative energy (zero: lowest compared OMol25 entry of this formula, charge and spin) (kcal/mol): 16.1

Geometry as ORCA input:
```
! wB97M-V def2-TZVPD RIJCOSX def2/J DEFGRID3
* xyz -2 1
Cd -0.4245 0.0729 -1.1341
O -0.9292 -0.5877 2.3103
C -0.7095 0.7245 2.7749
C 0.3583 1.4865 2.0074
N 0.0598 1.7860 0.6096
C -1.1560 2.5707 0.4449
C -2.4276 1.6931 0.5408
O -3.4386 2.2032 1.0196
O -2.3034 0.4965 0.1029
C 1.2546 2.3354 -0.0235
C 2.3178 1.2251 -0.1847
O 3.4957 1.5149 0.0321
O 1.8546 0.0916 -0.5402
H -1.5082 -0.5270 1.5266
H -0.3554 0.6385 3.8064
H -1.6423 1.2980 2.8053
H 1.2895 0.9170 2.0361
H 0.5387 2.4340 2.5481
H -1.1485 2.9993 -0.5606
H -1.2335 3.3903 1.1701
H 1.6834 3.1681 0.5477
H 0.9943 2.6848 -1.0259
N 1.4247 -2.4323 0.9912
N 1.1905 -3.2080 -0.1507
C -0.0091 -3.5661 -0.6066
N 0.0396 -4.3564 -1.7460
S -1.4585 -3.1424 0.1044
H 1.5979 -1.4788 0.6605
H 0.5576 -2.4201 1.5277
H 2.0040 -3.6656 -0.5272
H 0.7223 -4.0053 -2.4107
H -0.8709 -4.3545 -2.1863
S -0.3127 -0.0805 -5.8229
C -0.4735 0.0022 -4.1609
S -0.3576 -1.4216 -3.1693
S -0.6242 1.5136 -3.3170
*
```

---

C4H17FN2P | ωB97M-V/def2-TZVPD

## Properties
Gap between HOMO and LUMO (eV): 7.53
E_HOMO (eV): -12.2158

Geometry as ORCA input:
```
! wB97M-V def2-TZVPD RIJCOSX def2/J DEFGRID3
* xyz 1 1
N 2.0896 -0.7366 -0.6476
C 1.9824 0.7273 -0.5484
C 0.6912 1.2398 -1.1660
C -0.5472 0.7481 -0.4246
C -1.8724 1.1895 -1.0401
P -3.2173 -0.0635 -0.7216
F -4.4029 -1.2182 -0.4130
H 2.1665 -1.2056 0.2395
H 2.8443 -1.0480 -1.2411
H 2.0143 1.0375 0.5061
H 2.8450 1.1984 -1.0247
H 0.7067 2.3348 -1.1686
H 0.6473 0.9201 -2.2116
H -0.4989 -0.3518 -0.3819
H -0.4955 1.0997 0.6156
H -2.1980 2.1491 -0.6236
H -1.7714 1.3363 -2.1211
H -4.1939 0.6746 -1.4023
H -2.4874 -1.0810 -1.3588
H -3.0809 0.0735 0.6699
N 1.7163 -1.7884 2.9312
H 2.2374 -2.4783 2.3834
H 1.8582 -1.9709 3.9282
H 2.0488 -0.8469 2.7034
H 0.7194 -1.8594 2.7060
*
```